Molecular formula: C43H31BrCl2KN9O4S2
Method: DFT, wB97M-V/def2-TZVPD

Results
LUMO in eV: 3.39
Frontier orbital gap in Eh: 0.1720
Total charge: -2

```
93
Properties=species:S:1:pos:R:3:forces:R:3
K 0.7536 2.2277 -0.0283 0.1 0.0 -0.3
Cl -3.3143 5.2524 -5.7505 0.0 0.0 0.0
C -2.8503 4.7261 -4.1444 0.0 0.0 0.0
C -1.6629 4.0368 -3.9802 0.0 0.0 0.0
C -1.2209 3.5965 -2.7278 -0.1 0.0 0.0
N 0.0446 3.0380 -2.5797 0.0 0.0 -0.1
C 0.5340 2.2831 -3.5414 0.0 -0.1 0.1
O -0.0202 1.7818 -4.5502 0.0 0.0 0.0
C 2.0238 1.9563 -3.3951 -0.1 -0.1 0.0
C 2.6450 1.2855 -4.4521 0.0 0.0 0.0
C 4.0011 1.0286 -4.3894 0.0 0.0 0.0
C 4.7101 1.4436 -3.2698 0.0 0.0 0.0
C 4.0047 2.0793 -2.2602 0.0 0.0 0.1
N 2.7010 2.3265 -2.3104 0.0 0.2 0.0
C -2.0508 3.8353 -1.5897 0.0 0.0 -0.1
C -3.2560 4.5232 -1.7957 0.0 0.0 0.0
C -3.6478 4.9741 -3.0429 0.0 0.0 0.0
Cl -5.1662 5.8379 -3.1943 0.0 0.0 0.0
N -1.6092 3.4740 -0.3200 -0.2 0.0 0.0
C -2.4997 3.2750 0.6429 0.0 0.1 -0.1
O -3.7443 3.1671 0.5770 0.0 0.0 0.1
C -1.9106 3.1468 2.0515 0.0 0.0 0.0
C -2.7999 2.9437 3.1077 0.0 0.0 0.0
C -2.3012 2.7672 4.3837 0.0 0.0 0.0
C -0.9269 2.7950 4.5772 0.0 0.0 0.0
C -0.1190 3.0229 3.4746 0.1 0.0 0.0
N -0.5949 3.2132 2.2467 0.0 0.0 -0.1
H -1.0551 3.8214 -4.8465 0.0 0.0 0.0
H 2.0277 0.9956 -5.2907 0.0 0.0 0.0
H 4.5043 0.5170 -5.2030 0.0 0.0 0.0
H 5.7739 1.2661 -3.1692 0.0 0.0 0.0
H 4.5104 2.3900 -1.3488 0.0 0.0 0.0
H -3.9053 4.6892 -0.9513 0.0 0.0 0.0
H -3.8538 2.9031 2.8729 0.0 0.0 0.0
H -2.9717 2.5932 5.2192 0.0 0.0 0.0
H -0.4840 2.6327 5.5520 0.0 0.0 0.0
H 0.9635 3.0321 3.5699 0.0 0.0 0.0
N -0.0211 -2.1374 -2.9794 -0.1 -0.1 0.1
C -1.1254 -1.8560 -3.8059 0.0 0.1 -0.1
C -1.3803 -2.6552 -4.9072 0.0 0.0 0.0
C -2.4735 -2.4004 -5.7312 0.0 0.0 0.0
C -3.2987 -1.3248 -5.4606 0.0 0.0 0.0
C -3.0295 -0.5079 -4.3662 0.0 0.0 0.0
C -1.9654 -0.7769 -3.5236 0.1 0.1 -0.1
S -1.6600 0.2753 -2.1438 -0.2 -0.2 0.0
N -0.1254 -0.1789 -1.6540 0.1 0.1 0.1
C 0.4798 -1.2087 -2.0695 0.0 0.1 -0.1
C 1.8301 -1.5100 -1.5036 0.0 0.0 0.1
C 2.3434 -2.8042 -1.4639 0.0 0.0 0.0
C 3.5776 -3.0075 -0.8659 0.0 0.0 0.0
C 4.2534 -1.9243 -0.3337 0.0 0.0 0.0
C 3.6550 -0.6728 -0.4183 0.0 0.0 0.0
N 2.4799 -0.4696 -0.9928 0.0 0.0 0.0
H 0.6585 -2.7549 -3.3848 0.1 0.0 -0.1
H -0.7161 -3.4866 -5.1225 0.0 0.0 0.0
H -2.6594 -3.0370 -6.5877 0.0 0.0 0.0
H -4.1390 -1.0998 -6.1050 0.0 0.0 0.0
H -3.6413 0.3651 -4.1696 0.0 0.0 0.0
H 1.7717 -3.6464 -1.8298 0.0 0.0 0.0
H 3.9901 -4.0069 -0.7946 0.0 0.0 0.0
H 5.2050 -2.0427 0.1677 0.0 0.0 0.0
H 4.1207 0.2042 0.0195 0.0 0.0 0.0
C -3.8942 -4.2056 3.3936 0.0 0.0 0.0
C -2.8459 -3.1736 3.6548 0.0 0.0 0.1
C -1.9737 -3.1977 4.6976 0.0 0.0 0.0
C -1.0223 -2.1382 4.7742 0.0 0.0 0.0
N -0.9452 -1.1769 3.9018 0.0 0.0 0.0
C -1.7795 -1.1624 2.8167 0.0 0.0 0.0
S -1.7020 -0.0773 1.5964 -0.1 0.0 -0.2
N -2.7526 -2.1628 2.7711 0.0 0.0 0.0
C -0.0209 -2.0977 5.8905 0.0 0.0 0.0
H -3.9494 -4.9101 4.2204 0.0 0.0 0.0
H -3.6550 -4.7542 2.4805 0.0 0.0 0.0
H -4.8708 -3.7378 3.2592 0.0 0.0 0.0
H -2.0057 -3.9880 5.4327 0.0 0.0 0.0
H -3.3460 -2.1211 1.9544 0.0 0.0 0.0
H -0.2349 -2.8379 6.6616 0.0 0.0 0.0
H -0.0037 -1.0991 6.3259 0.0 0.0 0.0
H 0.9724 -2.2833 5.4747 0.0 0.0 0.0
Br 0.3119 -3.6840 1.5939 0.0 0.0 0.0
C 1.7321 -2.6894 2.4042 0.0 0.0 0.0
C 2.6572 -3.3913 3.1602 0.0 0.0 0.0
C 3.6851 -2.6802 3.7661 0.0 0.0 0.0
C 3.7701 -1.3042 3.6063 0.0 0.0 0.0
C 2.8472 -0.6168 2.8252 0.0 0.0 -0.1
C 1.8087 -1.3208 2.2213 0.0 0.0 0.0
C 3.0272 0.9058 2.6094 -0.1 0.3 -0.1
O 3.8407 1.4515 3.3796 -0.1 -0.1 -0.1
O 2.3571 1.4207 1.6777 0.5 -0.6 0.7
H 2.5708 -4.4644 3.2715 0.0 0.0 0.0
H 4.4199 -3.2095 4.3633 0.0 0.0 0.0
H 4.5568 -0.7221 4.0709 0.0 0.0 0.0
H 1.0820 -0.7855 1.6272 -0.1 0.1 -0.1
```
Forces are in eV/Å.